(1)
17
Properties=species:S:1:pos:R:3 method="wB97M-V/def2-TZVPD" total_energy_ev=-13501.5493 largest_force_ev_per_a=4.9 homo_ev=-8.54 charge=0 e_lumo_ev=0.420
C 2.10071 -0.49107 0.14652
C 0.07943 -0.58332 -0.64365
C 1.45707 0.85343 -0.00797
C -2.33561 -0.08854 -0.02655
C -1.06462 -0.93417 0.27902
O 3.10518 -0.72063 0.71614
O 1.25709 -1.35393 -0.39183
O 1.19482 1.69747 1.05447
O 1.66969 1.45451 -1.16103
H -0.14349 -0.81409 -1.67937
H -2.52605 0.09008 -1.11368
H -2.28828 0.90363 0.44914
H -3.38269 -0.36614 0.36102
H -1.32913 -1.98642 -0.08780
H -0.88973 -1.02398 1.32074
H 0.86271 1.08437 1.85211
H 2.23289 2.27880 -1.06729

=====

(2)
17
Properties=species:S:1:pos:R:3 method="wB97M-V/def2-TZVPD" smiles="CC(O)(O)C(=O)O.C#C" total_energy_ev=-13502.2888 largest_force_ev_per_a=2.3 homo_ev=-9.96 charge=0 e_lumo_ev=0.815
C -0.49194 1.11919 -0.69895
C 0.15126 2.22964 0.12037
C -0.02074 -0.28282 -0.25181
C 0.03043 -3.00062 1.11625
C 1.20634 -2.85699 1.40409
O 1.22944 -0.38882 0.07679
O -1.87883 1.20985 -0.55904
O -0.11317 1.17184 -2.06066
O -0.82643 -1.20712 -0.20684
H -2.25712 0.34093 -0.76193
H -0.44395 2.00192 -2.42795
H -0.91812 -3.36322 0.81882
H -0.10955 2.11631 1.16989
H 1.22999 2.19113 0.00374
H -0.22550 3.18946 -0.22912
H 1.38199 -1.35175 0.49829
H 2.05588 -3.11893 1.98805

=====

(3)
18
Properties=species:S:1:pos:R:3 method="wB97M-V/def2-TZVPD" total_energy_ev=-15548.6820 largest_force_ev_per_a=4.6 homo_ev=-9.97 charge=0 e_lumo_ev=0.251
O 0.11697 2.24068 0.45994
C 0.61295 0.93828 0.28167
C -0.16252 -0.04110 1.16374
C -0.38697 -1.31355 0.33704
O -0.67550 -0.89667 -0.99622
C 0.34768 0.50665 -1.16566
O 1.16067 0.37421 -2.03832
C 0.79741 -2.26444 0.30740
O 1.54150 -2.43002 1.24034
H 0.73340 2.88513 0.09788
H 1.69369 0.84529 0.46915
H 0.36326 -0.23992 2.10383
H -1.14748 0.39080 1.38828
H -1.23245 -1.89586 0.73589
H 0.94501 -2.79367 -0.65965
O -1.51375 1.45921 -1.57706
H -1.83699 0.19177 -1.33300
H -1.35689 2.04319 -0.81524

=====

(4)
15
Properties=species:S:1:pos:R:3 method="wB97M-V/def2-TZVPD" smiles=C[C@@]12CSC[C@H]1O2 total_energy_ev=-18193.5183 largest_force_ev_per_a=2.6 homo_ev=-9.03 charge=0 e_lumo_ev=0.826
C 0.32702 0.54567 1.66656
C 0.00687 0.93355 0.22376
C 1.19769 0.62433 -0.65230
C -0.97639 -1.18620 0.01365
C -1.13456 0.27134 -0.35462
H -0.60875 0.44783 2.20090
H 0.84724 1.44834 2.12462
H 1.02493 -0.31243 1.73241
H 1.06392 0.93845 -1.71042
H 2.11362 0.87715 -0.17993
H -1.66249 -1.81868 -0.57700
H -0.93248 -1.50500 1.02406
H -1.10414 0.29795 -1.42310
O -1.33653 1.61080 0.14646
S 0.83916 -1.27451 -0.60909

=====

(5)
15
Properties=species:S:1:pos:R:3 method="wB97M-V/def2-TZVPD" smiles="CC1=CS[C@H](C)O1" total_energy_ev=-18195.9746 largest_force_ev_per_a=2.6 homo_ev=-7.70 charge=0 e_lumo_ev=0.967
C 0.12465 1.19472 1.13484
C 0.90506 0.24290 0.58908
C -1.00373 0.05904 -0.76855
C 2.37795 -0.09028 0.88665
C -2.05114 -0.93833 -1.16239
O 0.30340 -0.63352 -0.27034
S -1.55088 1.09316 0.54260
H 0.38452 2.13890 1.59036
H -0.68743 0.84349 -1.51886
H 2.82414 -0.05043 -0.11217
H 2.64670 -1.11384 1.23502
H 2.81399 0.70919 1.41122
H -1.80132 -1.49995 -2.01262
H -2.96676 -0.42269 -1.25513
H -2.31912 -1.53236 -0.28971

=====

(6)
15
Properties=species:S:1:pos:R:3 method="wB97M-V/def2-TZVPD" smiles=Sc1ccco1.C total_energy_ev=-18195.7155 largest_force_ev_per_a=3.6 homo_ev=-9.01 charge=0 e_lumo_ev=0.757
C 0.28440 0.07343 2.07055
C -0.35458 -0.93650 1.26079
C 1.46392 0.37817 1.47960
C 0.57595 -1.18529 0.31848
C -1.25909 1.51278 -2.02850
O 1.69902 -0.38568 0.45140
S 0.63726 -2.36456 -1.05491
H -0.10341 0.46011 3.05614
H -1.20419 -1.49697 1.35884
H -0.81303 0.46666 -1.83659
H 2.15617 1.08567 1.73733
H -0.89630 1.97553 -2.94715
H -2.27070 1.60113 -2.23232
H -0.91787 2.27437 -1.21627
H 1.00245 -3.45885 -0.41739

=====

(7)
15
Properties=species:S:1:pos:R:3 method="wB97M-V/def2-TZVPD" smiles="CCC(O)=S.C#C" total_energy_ev=-18194.2056 largest_force_ev_per_a=4.3 homo_ev=-8.86 charge=0 e_lumo_ev=0.435
C -3.19931 -0.83751 -0.22538
C -2.73276 -0.56391 -1.27126
C 1.81362 1.20099 -0.60163
C 1.53444 0.45702 0.71938
C 0.23490 -0.26157 1.02402
O -0.01468 -1.19814 0.05618
S -0.62124 -0.23251 2.35949
H -3.67655 -1.11122 0.75182
H -2.49084 -0.50292 -2.22492
H 1.21006 1.90360 -1.10375
H 2.78638 1.62187 -0.56647
H 1.75005 1.20847 1.54085
H 2.20820 -0.38166 0.61265
H -0.77255 -1.75520 0.28675
H 1.97029 0.45269 -1.35773

=====

(8)
16
Properties=species:S:1:pos:R:3 method="wB97M-V/def2-TZVPD" smiles="C[C@@H]1OC[C@@H](S)C1=S" total_energy_ev=-29028.7851 largest_force_ev_per_a=7.1 homo_ev=-8.80 charge=0 e_lumo_ev=-0.867
C -0.00908 2.02898 -0.46980
C 0.55285 0.57516 -0.73335
C -1.19884 -0.51329 0.02566
C -0.05272 -1.21959 0.79181
C 1.01765 -0.31735 0.37781
H 0.90074 2.84895 -0.33716
H -0.54550 2.25533 -1.25228
H -0.89094 2.20147 0.25725
H 1.52544 0.72606 -1.47875
H -2.06419 -1.32604 0.00716
H -1.56871 0.21621 0.56164
H -0.25981 -1.16429 1.87432
H 0.87003 -3.56573 0.42289
O -0.57345 -0.04090 -1.18171
S -0.18074 -2.77906 -0.09624
S 2.47726 0.07411 1.23076

=====

(9)
16
Properties=species:S:1:pos:R:3 method="wB97M-V/def2-TZVPD" total_energy_ev=-29030.2219 largest_force_ev_per_a=4.0 homo_ev=-8.89 charge=0 e_lumo_ev=-0.575
C -1.24021 0.83078 0.26110
C -0.75768 1.31044 -0.88640
C -1.20030 -0.60953 0.61374
C 0.24847 -0.75630 1.08864
C 1.24431 -0.87113 -0.00483
O -0.06774 0.67931 -1.91409
S 2.15858 0.62822 0.07766
S 1.58812 -2.09061 -1.08012
H -1.58186 1.65100 0.91277
H -0.69833 2.41234 -1.03955
H -1.94514 -0.90624 1.53429
H -1.29861 -1.19867 -0.22325
H 0.30580 0.21679 1.70285
H 0.42172 -1.64532 1.80727
H 2.92118 0.58607 -1.16892
H -0.09831 -0.23714 -1.68118

=====

(10)
15
Properties=species:S:1:pos:R:3 method="wB97M-V/def2-TZVPD" smiles=Cc1ccoc1[SiH3] total_energy_ev=-15236.9970 largest_force_ev_per_a=3.9 homo_ev=-8.24 charge=0 e_lumo_ev=0.764
C 0.06266 1.60097 1.56662
C -1.16921 2.05103 1.17140
C 0.41411 0.58820 0.62995
C -0.61840 0.48245 -0.25538
C 1.70187 -0.08453 0.66061
O -1.51759 1.42077 0.01981
Si -0.90892 -0.64642 -2.19372
H 0.57080 2.08785 2.35775
H -1.88402 2.77881 1.42203
H 2.25709 -0.02673 -0.21620
H 2.20236 0.31306 1.58239
H 1.57365 -1.25425 0.72947
H -2.15673 -1.44036 -2.50730
H 0.32663 -1.41106 -2.30183
H -1.00394 0.54299 -2.95488

=====

(11)
15
Properties=species:S:1:pos:R:3 method="wB97M-V/def2-TZVPD" smiles="CC1=CC(C)=P#[PH]1" total_energy_ev=-23890.1502 largest_force_ev_per_a=3.9 homo_ev=-8.36 charge=0 e_lumo_ev=0.098
C 0.04396 -0.04411 0.18133
C -0.68758 0.91909 -0.46949
C -0.06183 -1.50869 -0.39819
C -0.39751 2.37808 -0.13752
C 0.50660 -2.65749 0.42451
P -1.21627 -1.75213 -1.62351
P -1.37897 0.33335 -2.02681
H 0.65050 0.19000 1.03395
H -0.72150 2.97094 -0.92166
H 0.69882 2.54189 0.15120
H -0.81262 2.71534 0.75644
H 1.40901 -3.09472 0.11769
H -0.26731 -3.46643 0.55375
H 0.88862 -2.25857 1.35351
H -2.75505 0.08587 -1.79901

=====

(12)
14
Properties=species:S:1:pos:R:3 method="wB97M-V/def2-TZVPD" smiles="C=C/C=C/SC" total_energy_ev=-16148.4216 largest_force_ev_per_a=3.4 homo_ev=-7.94 charge=0 e_lumo_ev=0.935
C 1.51325 -1.11880 -2.48410
C 0.26312 -0.08246 -0.39286
C -0.13538 0.75905 0.58266
C -0.96359 0.33310 1.71844
C -1.69605 1.11173 2.45600
H 1.88532 -0.94531 -3.49743
H 2.23825 -1.51343 -1.79660
H 0.67209 -1.82636 -2.59818
H -0.01421 -1.15702 -0.27117
H 0.14939 1.81815 0.56833
H -0.95193 -0.80221 1.97306
H -1.81656 2.18882 2.26149
H -2.19823 0.73799 3.34869
S 1.05453 0.49674 -1.86833